27
Properties=species:S:1:pos:R:3:forces:R:3 method="wB97M-V/def2-TZVPD" e_above_lowest_ev=4.966 orbital_gap_ev=9.41 charge=0 energy_ev=-18717.1690 smiles=O.O.O.O.O.O.O.O.O
O -1.37017 -0.07549 -0.10660 -0.34 -0.72 2.30
H -1.27148 0.80121 0.28468 0.23 0.12 -0.56
H -1.42651 -0.58869 0.77018 0.01 1.01 -2.19
O -0.18134 -2.51342 1.29302 1.67 -1.19 1.79
H 0.52458 -2.33895 2.00032 -1.71 -0.73 -1.44
H -0.84933 -1.92283 1.47025 -2.53 1.84 1.00
O -2.10090 1.87597 -2.16167 -0.39 0.98 -0.15
H -2.32482 2.56160 -1.51885 0.03 0.02 -0.34
H -1.79626 1.16871 -1.60954 0.32 -1.03 0.23
O 1.89659 -2.83312 0.64130 2.42 -2.54 -1.41
H 1.72040 -3.46175 -0.15479 0.27 2.50 2.20
H 1.39228 -2.01869 0.60514 0.14 -0.41 -1.36
O 2.13201 -1.89853 -1.81690 1.70 -0.93 -1.66
H 2.55633 -1.82927 -2.71337 -0.46 -0.12 1.31
H 1.24142 -2.11984 -2.07084 -0.78 0.20 0.06
O -2.18378 -0.46644 2.60578 0.33 0.81 -0.65
H -2.31653 -1.20708 3.17404 -0.43 -0.83 0.65
H -3.03359 -0.18145 2.25974 -0.26 -0.22 0.14
O 0.10032 1.13472 2.42721 2.56 1.14 -4.07
H -0.65580 1.35832 1.90236 -0.50 0.11 0.26
H -0.14818 0.92509 3.25719 -1.69 -1.03 4.07
O 0.60340 4.22884 -0.78625 0.69 0.63 1.25
H 0.01907 4.99730 -0.80357 -0.02 -0.13 -0.20
H 1.20759 4.45747 -0.03286 -0.69 -0.52 -1.04
O 1.32509 0.30196 -2.31358 -0.72 1.81 -1.16
H 2.28340 0.26252 -2.21692 -0.28 0.16 0.05
H 1.10764 1.10046 -2.86172 0.45 -0.93 0.89